1.
C8H12O2 | ωB97M-V/def2-TZVPD

Cartesian coordinates (Å):
C1 -0.7420 1.4625 1.0532
H1 2.9745 -2.8315 1.2303
O1 2.7195 -1.2433 -0.1103
H2 -3.2065 -1.5442 0.4367
C2 2.2036 -2.3060 0.6628
C3 -1.4603 0.3152 1.0808
H3 0.1133 3.5624 -0.9906
H4 0.6916 1.1457 -2.0327
H5 -0.3714 -1.1300 -1.8421
H6 -2.4781 -2.1247 -0.9874
C4 -0.0984 1.8180 -0.1751
H7 -0.5529 2.0829 1.9165
H8 1.4467 -1.8793 1.3141
C5 0.0264 0.8753 -1.2278
H9 1.7138 -3.0670 0.0464
C6 -1.3967 -0.6162 -0.0110
H10 3.5787 -1.4499 -0.4831
C7 -2.2301 -1.8501 0.0348
H11 -1.8732 -2.7070 0.6117
C8 -0.5496 -0.3524 -1.1163
H12 -2.0707 0.0681 1.9413
O2 0.4343 3.0238 -0.2518

Forces on the atoms, in the same order (eV/Å):
0.7038 -0.1404 -0.1342
-0.0777 0.2354 0.2267
-0.1949 0.5048 -0.1753
0.2164 -0.2427 0.3412
0.0776 -0.4830 -0.2883
0.0598 -0.2912 -0.1293
0.4628 -0.2047 -0.3748
-0.0627 -0.0729 -0.2666
-0.0655 0.0119 -0.1717
0.3537 -0.5096 -0.0936
-0.1236 -0.1677 0.2702
-0.4880 0.2800 -0.0059
0.0744 -0.0049 0.2980
0.2349 -0.0254 -0.1497
-0.0208 0.0388 -0.1520
-0.0741 -0.2495 0.6225
0.0345 -0.2422 0.0677
-1.0645 0.8160 -0.4638
0.2679 0.2234 -0.0622
0.0148 0.3722 0.1593
0.1090 -0.0707 -0.0064
-0.4380 0.2224 0.4881

Values from the calculation:
ΔE to the lowest compared entry with this formula, charge and spin (kcal per mole): 2.3
Molar mass (g/mol): 140.18
Multiplicity: 2
HOMO energy (alpha / beta) (eV): -13.363 / -13.362
Net charge: +1

Here are the natural (NBO) charges for atoms 1 to 2, given in e: atom 1 (C): -0.19, atom 2 (H): 0.19

***

2.
ClH40O20 | ωB97M-V/def2-TZVPD

Cartesian coordinates (Å):
H1 -1.3204 3.7926 -2.4179
O1 -1.4381 4.2029 -3.2747
Cl1 -0.4167 -0.0721 0.3077
H2 2.8660 -0.3297 -0.8607
O2 -4.5051 -2.5328 -2.5931
H3 -0.0099 2.7386 2.9451
H4 -3.7190 -2.1134 -2.2433
H5 -1.0561 -2.0242 1.3849
H6 2.0659 -1.3479 -2.4230
H7 -0.1724 -2.1935 -0.8723
H8 3.7838 3.2968 -1.9997
H9 1.3634 0.9262 -3.5727
H10 2.5626 2.5739 3.0078
H11 -2.2927 -0.4095 -1.2564
O3 -3.2420 -0.5206 -1.3099
O4 2.9860 -2.5235 -0.4111
H12 0.8516 -1.5862 1.7402
H13 -0.7456 4.8620 -3.3223
H14 3.7484 -3.1013 -0.3792
O5 -2.9188 5.0941 0.6499
O6 2.0690 -4.8516 2.1020
H15 -3.5816 0.3675 -1.4203
O7 -3.2392 0.5324 1.8370
H16 -2.1806 1.8320 3.1280
H17 -3.8046 0.2496 1.1183
H18 -2.3505 0.3660 1.5230
O8 3.2382 2.6162 -2.3938
H19 -2.6448 3.2413 3.4284
H20 2.0446 -1.5030 2.6684
H21 0.2391 2.9661 -0.9994
H22 1.9020 2.3359 -3.6923
O9 0.1649 -3.0684 -1.0648
O10 -1.1200 -3.9067 4.1628
H23 3.4604 3.6067 3.6553
H24 2.8449 -2.2619 0.4988
O11 -1.6644 -2.6165 1.8271
H25 1.5521 -5.3355 2.7461
H26 0.7646 1.9670 1.8980
H27 -5.2309 -2.0553 -2.1913
H28 1.6883 -3.9733 2.0997
H29 0.4471 -2.0548 -3.5748
H30 1.0514 -3.0686 -0.7038
O12 -0.7042 2.9203 -0.8433
H31 -0.4158 -4.5550 4.1765
O13 0.8367 2.3222 2.7839
H32 -2.3251 4.4285 0.3024
O14 -1.8870 2.6615 3.5047
O15 3.4802 2.8331 3.0920
O16 1.7962 -0.9588 -3.2549
H33 2.6088 -0.6333 -3.6421
O17 2.5069 0.5531 -0.7716
H34 -1.0203 -3.4618 3.3211
O18 1.5291 -2.1225 2.1520
H35 -2.2836 -2.8774 1.1453
H36 -0.8364 2.0723 -0.4195
H37 1.6067 0.4172 -0.4759
H38 -0.0792 -3.2039 -2.7415
H39 3.0869 1.9900 -1.6858
H40 -3.3069 4.6882 1.4250
O19 1.4681 1.6462 -4.1946
O20 -0.1017 -2.8374 -3.6254

Forces on the atoms, in the same order (eV/Å):
0.0481 -0.3897 0.4127
-0.2688 0.3073 -0.4629
0.2018 -0.0195 0.0729
0.2855 -0.2908 0.0815
-0.4205 -0.7615 -0.4095
-0.6317 0.1943 0.3100
0.1165 0.3422 0.0538
-0.0113 0.3938 -0.3135
-0.0109 -0.3041 0.3028
-0.1987 0.5099 0.0935
0.1258 0.2397 -0.0068
-0.2038 -0.2578 0.2014
-0.7465 -0.0134 0.0120
0.6025 0.0893 0.1565
-0.2818 0.0057 0.3444
0.0155 0.3248 -0.5693
-0.4429 0.5021 -0.3214
0.1228 0.1167 -0.0850
0.1659 -0.2731 -0.1140
-0.1770 0.3123 0.0541
0.3270 -0.5180 -0.0689
-0.0820 0.2509 -0.2468
-0.3421 0.4991 0.5527
-0.3641 -0.4509 -0.1948
-0.0700 -0.1791 -0.1980
0.5183 -0.3582 -0.3694
0.3460 0.7874 -0.2575
-0.1309 0.0919 0.0031
0.1036 0.1872 0.3593
0.3431 0.0062 -0.1229
0.2738 0.1581 0.1546
-0.2415 -0.4346 0.5805
0.1191 -0.3682 0.7324
-0.0121 0.1193 0.0819
-0.3429 0.0560 0.7145
-0.0017 -0.1774 0.3215
-0.0631 -0.1842 0.0538
-0.0926 -0.2563 -0.3449
-0.0110 0.1218 0.1046
-0.1642 0.5671 0.0157
0.1407 0.1166 -0.2040
0.5404 -0.1620 0.1244
-0.2835 0.7044 0.0902
0.0963 -0.1332 0.1212
0.4269 -0.2108 -0.0668
0.3703 -0.2801 -0.2518
0.3910 0.3827 0.1922
1.0375 0.0330 -0.0013
0.1388 0.1407 0.0608
0.2222 0.1750 -0.3472
0.6397 0.3531 0.0640
-0.3248 0.3489 -0.6354
0.4790 -0.2694 -0.1319
-0.1612 -0.1723 -0.1605
-0.0586 -0.6610 0.1652
-0.7874 -0.0800 0.2077
0.0498 -0.1005 0.2667
-0.2644 -0.7836 0.4641
-0.0942 -0.0847 0.1150
-0.3150 0.0809 -0.6600
-0.6469 -0.3436 -1.0969

Values from the calculation:
ΔE to the lowest compared entry with this formula, charge and spin (kcal per mole): 5.0
Molar mass (g/mol): 395.75
HOMO energy (eV): -7.585
Net charge: -1

Here are the natural (NBO) charges for atoms 1 to 2, given in e: atom 1 (H): 0.49, atom 2 (O): -0.95

***

3.
C32H59Br15HgN3O3 | ωB97M-V/def2-TZVPD

Cartesian coordinates (Å):
H1 0.6643 0.9517 -4.7520
H2 -0.5933 -1.0924 -2.2893
H3 -6.0830 1.9600 -0.6511
H4 5.6160 -6.2906 -1.7439
H5 0.4755 2.1929 -5.7710
H6 -3.4785 1.6739 -2.0145
Br1 -4.1660 -6.2980 -0.3016
H7 -4.7755 3.8508 2.3273
C1 -3.7816 3.7033 2.7498
H8 -0.4193 -3.2773 -1.1546
H9 -1.5271 -1.7732 3.7898
C2 -4.1431 1.5322 0.1326
C3 2.9973 -0.5719 1.1270
H10 1.2344 -3.5551 -1.6637
H11 0.8656 -1.3850 -3.1286
H12 0.5822 -3.3498 0.0918
C4 0.3931 -6.9748 1.7424
Br2 5.1462 -8.1899 0.0019
C5 3.4902 -1.6363 0.1163
H13 0.4369 0.1012 3.1550
C6 -4.3405 0.2655 0.9799
C7 0.1484 2.8800 -3.6352
H14 0.8234 0.1303 -2.2438
Br3 3.1282 -6.3917 -1.9977
H15 2.9048 1.5298 -5.4051
H16 -1.1024 4.1137 2.4752
H17 -5.2942 -0.2001 0.7316
H18 3.6612 -0.5361 1.9908
Br4 -3.1304 -3.1907 2.5602
H19 -1.2496 2.9503 3.6122
H20 1.1443 1.2615 1.8836
Br5 4.0677 1.2161 5.1805
C8 2.5909 -1.4054 -1.1149
H21 -0.5556 2.5058 2.1920
H22 -4.6055 0.3752 -1.7180
Br6 -3.6502 -5.2260 -3.4550
C9 -3.0240 1.2515 2.9394
H23 1.6992 -2.0276 3.4118
H24 -3.9043 3.5672 3.8243
H25 -2.1417 -5.3606 -1.3968
Br7 -3.1836 -3.1221 -0.9164
H26 -5.2792 3.4534 -0.3278
H27 -1.9384 2.9630 -2.9340
N1 0.6031 -0.7981 0.2585
H28 -3.0835 1.3881 4.0192
N2 -2.9725 2.2976 0.7545
Br8 4.9783 -5.0443 0.3613
Br9 -0.5938 -5.2554 1.3189
H29 -6.0483 2.6932 0.9444
O1 0.1769 3.7111 -1.3605
C10 0.6178 -3.0153 -0.9450
Br10 -0.1296 -7.6453 3.4185
C11 -3.1706 -5.0208 -1.5150
Br11 3.8473 -0.8892 7.7532
H30 -5.1898 1.1295 2.7225
H31 2.8482 -0.4024 -1.4553
H32 3.3114 5.0238 -3.5128
H33 2.4333 1.9795 -0.4470
C12 3.0725 2.2169 -3.4488
C13 -5.4365 2.4528 0.0750
H34 3.4968 5.0199 -1.8774
C14 2.7505 4.7420 -2.6216
C15 3.0614 2.6964 -0.9758
C16 2.3942 2.2805 -4.8020
H35 0.9617 4.6558 -4.6703
H36 2.0968 0.6271 3.1048
H37 -1.6523 2.0233 -4.4065
C17 -2.1843 -2.5338 4.2113
H38 2.9650 -2.1064 -1.8610
Br12 -1.1165 -3.8893 5.1532
H39 3.2221 1.2329 -3.0045
O2 -0.7927 -0.7874 0.4878
H40 2.2928 -2.9174 2.0728
Br13 -3.5082 -1.7548 5.5869
H41 4.0517 2.2661 -1.1247
C18 1.2509 0.3521 2.4749
H42 3.1960 0.3800 0.6345
H43 1.9365 5.4630 -2.5468
C19 0.8652 2.0229 -4.7673
H44 -3.4976 -0.4124 0.8452
C20 3.8949 -0.6735 5.7327
N3 0.9347 3.0108 -2.3608
H45 2.9311 -0.9632 5.3139
H46 4.5613 -1.5638 -0.0722
C21 1.5075 -0.8123 1.4813
H47 -0.0536 -7.6971 1.0592
O3 -2.6122 3.4382 -0.1234
H48 3.0374 3.5365 -0.2817
C22 -1.4182 3.0726 2.5423
H49 3.4021 -2.6642 0.4678
C23 0.4787 -0.9037 -2.2305
H50 -0.4998 5.0498 -3.7088
C24 -4.3249 0.4856 2.5629
C25 1.5477 -2.1686 2.3416
H51 -2.1726 0.5915 2.7734
Hg1 -0.7632 1.5196 -0.2133
H52 4.0385 2.6889 -3.6280
C26 4.8424 -6.4627 -0.9955
H53 -1.1883 1.4224 -2.8024
C27 1.0333 -1.5169 -0.9766
H54 2.6006 3.2640 -5.2242
C28 -3.7977 0.9498 -1.2649
C29 0.0044 4.2869 -4.3019
H55 0.5746 -2.6595 2.3277
Br14 2.3546 -6.7789 1.5979
C30 -2.8465 2.5452 2.1892
H56 -0.5613 4.1864 -5.2282
C31 2.3920 3.2009 -2.3642
H57 -2.9550 0.2630 -1.1864
H58 -3.3139 4.6854 2.6794
Br15 5.2641 -1.8704 5.1165
H59 -4.4174 -0.5246 2.9617
C32 -1.2326 2.3048 -3.4407

Forces on the atoms, in the same order (eV/Å):
0.1112 -0.2928 1.0573
-0.1900 0.6838 0.1651
-0.3845 -0.0290 0.0211
-0.0844 -0.3196 0.3943
-0.3325 0.9297 0.0615
-0.2535 0.3970 0.2693
0.4748 1.1589 -1.0090
0.0888 -0.5483 -0.2327
0.1138 0.0063 0.2359
-0.2367 0.8213 -0.7553
-0.1624 0.0829 0.5287
0.0835 0.9188 1.7207
0.7793 -1.1370 -1.4201
0.1879 -0.4567 0.4714
0.3840 -0.1532 0.0501
1.2889 -0.2815 -0.1775
-0.3735 0.9978 -0.7736
-0.1386 1.0094 -1.1752
-1.2013 0.4223 0.4505
-0.4475 0.5573 -0.2525
-0.0071 0.4454 2.1092
1.2133 1.5366 -1.2220
-0.5833 0.4235 -0.3017
1.0641 -0.1427 0.6805
-0.1491 0.0430 -0.4987
-0.8408 0.1821 -1.0336
0.0572 -0.2621 -0.2456
-0.4248 -0.2920 0.5096
0.5744 0.3897 1.5791
-0.5223 -0.3680 0.5424
-0.7364 0.1206 0.0638
0.2414 -1.0413 0.4203
0.8878 -0.4246 0.2318
-0.2825 -0.3712 -0.6870
-0.3218 0.0146 0.3522
0.2174 0.1433 1.5685
-1.3899 -1.6412 0.5450
0.2256 0.6241 0.1680
-0.1067 -0.2544 0.1672
-0.2472 0.1798 -0.2349
-0.2855 -1.4329 -0.4678
0.8376 -0.1591 -0.2612
0.2288 0.3240 0.0076
2.5515 1.1877 0.0581
0.2726 0.4778 0.1251
1.0904 -0.7005 -2.6777
0.0620 -0.3712 -0.8760
0.7860 -1.4702 0.4503
0.3892 -0.8306 0.5812
0.7956 -2.6659 -0.2477
-0.3116 0.3206 0.6526
-0.0833 -0.1028 0.9180
-0.1878 0.0438 0.1283
-0.2374 0.4159 -1.4523
-0.1758 -0.1965 0.7535
-0.2331 0.1411 -0.2241
-0.2694 -0.6363 -0.7018
-0.1827 -0.3675 -0.5316
-0.8359 2.3481 0.8165
0.1810 -0.4311 -1.0423
-0.1161 0.1653 0.4417
1.0866 -0.4541 0.6540
-1.7252 1.2464 -0.6413
-0.6384 -0.7228 0.2878
0.1844 0.1222 0.4061
0.3250 -0.7185 -0.0394
0.0032 -0.0876 -0.0490
-1.1473 -0.3836 0.1314
-0.4675 -0.0157 -0.4900
-0.5095 0.6171 -0.7499
-0.3030 -0.0844 -0.2301
-0.0033 0.8666 -0.1390
-0.0794 0.1613 -0.4380
1.2556 -0.5627 -1.4534
0.0606 0.2962 -0.0173
-0.6390 -0.2973 -0.6178
-0.4833 0.2461 -0.0062
-0.2899 -0.5296 0.2206
1.0634 -0.0566 0.6369
-0.0202 -0.1735 -0.5985
-0.0918 0.4308 0.9330
-0.5443 -1.5828 -0.3333
0.2536 -0.1949 0.3404
0.0207 0.4853 -0.4810
1.2091 -0.8663 1.0239
0.7913 0.3126 -0.3176
-0.4212 -1.1814 1.2809
0.5551 0.1040 0.0096
0.7508 -0.1944 0.9608
-0.3914 0.0534 0.2188
-0.2491 0.1311 -0.0283
0.1952 -0.2112 0.3561
0.4256 0.9646 -2.8170
-1.0589 0.3161 -0.1441
0.2187 -0.0533 -0.3032
-0.7862 1.3603 0.1266
0.4488 -0.3253 0.3393
-0.5546 -0.1557 0.7209
0.0722 -0.3984 -0.1715
0.5730 -1.2940 1.2572
-0.0360 0.0245 -0.1235
0.5111 0.9471 -0.1927
-0.1720 -0.1874 -0.5978
-0.1918 -0.0561 -0.3098
-1.5696 -0.1331 0.1164
-0.0459 2.2191 -0.1426
-0.4117 -0.1234 -0.0628
0.1788 -0.3381 -0.2450
0.1278 -0.2207 0.2914
0.2328 -0.1323 -0.4064
-0.1802 0.3950 -0.2989
-0.0647 0.3814 0.5521
-0.3206 -0.0782 0.7866

Values from the calculation:
ΔE to the lowest compared entry with this formula, charge and spin (kcal per mole): 114.3
Molar mass (g/mol): 1932.99
HOMO energy (eV): -3.492
Net charge: -1

Here are the Löwdin charges for atoms 1 to 2, given in e: atom 1 (H): 0.10, atom 2 (H): 0.08